{
  "formula": "C9H16N3O3PS",
  "method": "the ωB97M-V functional and the def2-TZVPD basis",
  "species": ["C", "C", "N", "C", "C", "C", "N", "C", "C", "C", "C", "O", "P", "O", "O", "S", "N", "H", "H", "H", "H", "H", "H", "H", "H", "H", "H", "H", "H", "H", "H", "H", "H"],
  "xyz": [[0.52, -2.96, -2.59], [-0.56, -1.90, -2.54], [-1.22, -1.74, -1.23], [-2.62, -2.21, -1.07], [-3.61, -1.17, -1.58], [-0.59, -1.03, -0.19], [-1.23, -0.95, 0.96], [-0.66, -0.25, 1.93], [-1.36, -0.19, 3.23], [0.57, 0.38, 1.82], [1.19, 0.18, 0.65], [2.42, 0.73, 0.50], [2.67, 1.40, -0.96], [3.92, 2.16, -0.89], [2.60, 0.19, -2.02], [1.30, 2.83, -1.56], [0.59, -0.45, -0.38], [1.31, -2.70, -1.87], [0.03, -3.92, -2.29], [0.88, -2.99, -3.67], [-0.13, -0.96, -2.83], [-1.34, -2.14, -3.28], [-2.82, -2.48, -0.01], [-2.74, -3.13, -1.65], [-3.59, -0.32, -0.90], [-3.42, -0.82, -2.59], [-4.62, -1.66, -1.55], [-2.35, 0.21, 3.06], [-1.51, -1.21, 3.64], [-0.85, 0.44, 3.95], [0.96, 1.00, 2.62], [1.75, -0.23, -1.74], [2.35, 3.65, -1.45]],
  "mulliken_charge": [-1.067, -0.868, 0.207, -0.700, -0.985, -0.032, -0.395, 0.805, -1.324, -0.417, 0.227, -0.448, 1.033, -0.730, -0.524, -0.316, -0.140, 0.309, 0.328, 0.312, 0.461, 0.471, 0.353, 0.403, 0.274, 0.316, 0.348, 0.330, 0.294, 0.353, 0.377, 0.532, 0.212],
  "total_charge": 0,
  "fmax_ev_per_a": 3.0,
  "orbital_gap_ev": 9.36,
  "e_tot_ha": -1482.194409
}


{
  "formula": "C9H16N4",
  "method": "the ωB97M-V functional and the def2-TZVPD basis",
  "species": ["C", "C", "C", "C", "C", "C", "N", "N", "C", "N", "N", "C", "C", "H", "H", "H", "H", "H", "H", "H", "H", "H", "H", "H", "H", "H", "H", "H", "H"],
  "xyz": [[-3.15, 0.02, 0.27], [-1.91, -0.63, 0.93], [-1.33, -1.83, 0.10], [-0.29, -1.39, -0.95], [0.93, -0.71, -0.31], [1.52, 0.30, -1.23], [1.62, 0.14, -2.60], [2.20, 1.32, -0.81], [2.22, 1.56, 0.55], [2.97, 2.53, 0.99], [1.53, 1.02, 1.47], [0.64, -0.12, 1.06], [-0.79, 0.43, 1.05], [-3.65, 0.78, 0.90], [-3.92, -0.77, 0.08], [-2.89, 0.47, -0.67], [-2.19, -0.98, 1.92], [-0.86, -2.52, 0.81], [-2.16, -2.35, -0.38], [-0.04, -2.31, -1.50], [-0.73, -0.70, -1.65], [1.72, -1.44, -0.19], [1.46, -0.81, -2.93], [2.33, 0.74, -3.04], [3.28, 3.13, 0.27], [2.58, 2.95, 1.84], [0.64, -0.95, 1.81], [-0.94, 0.97, 2.00], [-0.82, 1.15, 0.18]],
  "mulliken_charge": [-1.572, 0.511, -1.116, -1.185, 0.428, 0.255, -0.423, -0.698, 0.328, -0.448, -0.816, 0.384, -1.187, 0.376, 0.398, 0.348, 0.366, 0.359, 0.484, 0.438, 0.620, 0.258, 0.242, 0.299, 0.244, 0.271, 0.335, 0.414, 0.084],
  "total_charge": 0,
  "fmax_ev_per_a": 3.5,
  "orbital_gap_ev": 8.78,
  "e_tot_ha": -571.573690
}


What did the second record say?
{
  "formula": "C9H16N4",
  "method": "the ωB97M-V functional and the def2-TZVPD basis",
  "species": ["C", "C", "C", "C", "C", "C", "N", "N", "C", "N", "N", "C", "C", "H", "H", "H", "H", "H", "H", "H", "H", "H", "H", "H", "H", "H", "H", "H", "H"],
  "xyz": [[-3.15, 0.02, 0.27], [-1.91, -0.63, 0.93], [-1.33, -1.83, 0.10], [-0.29, -1.39, -0.95], [0.93, -0.71, -0.31], [1.52, 0.30, -1.23], [1.62, 0.14, -2.60], [2.20, 1.32, -0.81], [2.22, 1.56, 0.55], [2.97, 2.53, 0.99], [1.53, 1.02, 1.47], [0.64, -0.12, 1.06], [-0.79, 0.43, 1.05], [-3.65, 0.78, 0.90], [-3.92, -0.77, 0.08], [-2.89, 0.47, -0.67], [-2.19, -0.98, 1.92], [-0.86, -2.52, 0.81], [-2.16, -2.35, -0.38], [-0.04, -2.31, -1.50], [-0.73, -0.70, -1.65], [1.72, -1.44, -0.19], [1.46, -0.81, -2.93], [2.33, 0.74, -3.04], [3.28, 3.13, 0.27], [2.58, 2.95, 1.84], [0.64, -0.95, 1.81], [-0.94, 0.97, 2.00], [-0.82, 1.15, 0.18]],
  "mulliken_charge": [-1.572, 0.511, -1.116, -1.185, 0.428, 0.255, -0.423, -0.698, 0.328, -0.448, -0.816, 0.384, -1.187, 0.376, 0.398, 0.348, 0.366, 0.359, 0.484, 0.438, 0.620, 0.258, 0.242, 0.299, 0.244, 0.271, 0.335, 0.414, 0.084],
  "total_charge": 0,
  "fmax_ev_per_a": 3.5,
  "orbital_gap_ev": 8.78,
  "e_tot_ha": -571.573690
}